[1]
Entry from OMol25: 2 unconnected molecules or ions with the total composition C5H10O at a distorted geometry (wB97M-V/def2-TZVPD).

Geometry as XYZ:
```
16
Properties=species:S:1:pos:R:3:lowdin_charge:R:1
C 1.2957 0.3166 4.7442 -0.039
C 0.5222 -0.5750 4.1883 -0.240
C 1.1106 -1.7842 3.5218 -0.130
H 0.8910 1.0954 5.3214 0.026
H 2.3884 0.0929 5.0369 0.097
H -0.5671 -0.4585 4.1134 0.100
H 0.4515 -2.3698 2.9769 0.031
H 1.7389 -1.5901 2.6813 0.063
H 1.6573 -2.5160 4.1646 0.092
C -1.7863 0.6678 -5.3831 -0.077
C -0.8034 1.7128 -5.0696 -0.345
O -0.7545 2.4119 -4.0666 0.031
H -2.5224 0.7557 -4.5590 0.091
H -1.3176 -0.3749 -5.4820 0.116
H -2.2942 0.8635 -6.2930 0.060
H -0.0102 1.7520 -5.8955 0.125
```

Output
SMILES: C=CC.CC=O
Charge: 0
Energy above the lowest of the compared OMol25 structures with the same formula, charge and spin, eV: 2.192
Strongest force on any atom, eV Å⁻¹: 3.14
LUMO level, hartree: 0.0378
DFT total energy, Eh: -271.67205

=====

[2]
Entry from OMol25: a molecular structure, C5H13N3O at a distorted geometry (wB97M-V/def2-TZVPD).

Geometry as XYZ:
```
22
Properties=species:S:1:pos:R:3:lowdin_charge:R:1
C -0.9421 1.6635 1.1251 -0.082
C -1.3446 -1.8300 0.0580 -0.023
C -0.7243 -0.4713 -0.1791 -0.477
N -1.2890 0.1878 -1.2603 0.145
N -0.4510 0.3172 0.9457 -0.081
H -0.8092 1.0174 -1.5801 0.087
H -1.6583 -0.3985 -1.9925 0.098
H -2.0312 1.6484 1.1984 0.084
H -0.6506 2.3539 0.3218 0.071
H -0.5132 2.0454 2.0497 0.087
H -2.4242 -1.7154 0.1853 0.083
H -1.1495 -2.4839 -0.7895 0.079
H -0.9107 -2.2771 0.9448 0.079
C 1.8334 -0.3629 -1.2074 -0.151
C 1.0076 -0.0701 1.0926 -0.410
O 1.8251 1.0561 1.2874 0.005
N 1.0916 -0.8627 -0.0822 -0.044
H 1.8594 1.5642 0.4673 0.083
H 1.1342 -0.6723 1.9972 0.142
H 1.4674 0.6089 -1.5997 0.064
H 2.8979 -0.2222 -0.9679 0.083
H 1.7815 -1.0965 -2.0144 0.076
```

Output
Charge: 0
Energy above the lowest of the compared OMol25 structures with the same formula, charge and spin, eV: 2.841
Strongest force on any atom, eV Å⁻¹: 2.41
LUMO level, hartree: 0.0267
DFT total energy, Eh: -437.74969

=====

[3]
Entry from OMol25: 2 unconnected molecules or ions with the total composition C3H11N2 at a distorted geometry (wB97M-V/def2-TZVPD).

Geometry as XYZ:
```
16
Properties=species:S:1:pos:R:3:lowdin_charge:R:1
C -1.2073 1.4310 -0.5951 -0.103
N 0.0232 1.7488 0.1747 -0.070
H -1.8771 2.2969 -0.5201 0.096
H -1.5500 0.5756 0.0049 0.066
H -1.0847 1.1589 -1.6263 0.081
H -0.1358 2.0276 1.1406 0.108
H 0.6467 0.3589 0.4004 0.121
H 0.3779 2.6483 -0.1788 0.115
C -0.3038 -1.6466 0.9953 -0.033
C 1.1416 -1.0632 -0.8975 0.112
N 0.5804 -0.7937 0.2110 -0.089
H 0.1597 -2.6518 1.1450 0.113
H -0.3433 -1.2758 2.0230 0.104
H -1.2389 -1.7596 0.4218 0.111
H 1.9272 -0.4571 -1.3308 0.116
H 1.1794 -2.2161 -1.0654 0.153
```

Output
Charge: +1
Energy above the lowest of the compared OMol25 structures with the same formula, charge and spin, eV: 2.043
Strongest force on any atom, eV Å⁻¹: 4.98
LUMO level, hartree: -0.1668
DFT total energy, Eh: -230.10731

=====

[4]
Entry from OMol25: a molecular structure, CH4IN4P at a distorted geometry (wB97M-V/def2-TZVPD).

Geometry as XYZ:
```
11
Properties=species:S:1:pos:R:3:lowdin_charge:R:1
C 0.3482 0.0931 0.5054 -0.594
N -0.3674 1.2512 0.6188 -0.056
N -0.6576 1.6199 -0.5476 -0.006
N -0.1281 0.7545 -1.4176 -0.040
N 0.6084 -0.1280 -0.7776 -0.189
P -1.7167 -1.0524 0.9173 0.692
I 3.2983 0.2704 -0.7259 0.188
H 1.0429 -0.2879 1.2873 0.093
H -0.2253 0.9308 -2.4378 0.185
H -1.2348 -1.2080 2.3050 -0.154
H -0.9679 -2.2437 0.2728 -0.118
```

Output
Charge: 0
Energy above the lowest of the compared OMol25 structures with the same formula, charge and spin, eV: 2.482
Strongest force on any atom, eV Å⁻¹: 2.49
LUMO level (spin up / spin down), hartree: -0.0511 / -0.0874
DFT total energy, Eh: -898.40663

=====

Please write out number 1 again, unchanged.
Entry from OMol25: 2 unconnected molecules or ions with the total composition C5H10O at a distorted geometry (wB97M-V/def2-TZVPD).

Geometry as XYZ:
```
16
Properties=species:S:1:pos:R:3:lowdin_charge:R:1
C 1.2957 0.3166 4.7442 -0.039
C 0.5222 -0.5750 4.1883 -0.240
C 1.1106 -1.7842 3.5218 -0.130
H 0.8910 1.0954 5.3214 0.026
H 2.3884 0.0929 5.0369 0.097
H -0.5671 -0.4585 4.1134 0.100
H 0.4515 -2.3698 2.9769 0.031
H 1.7389 -1.5901 2.6813 0.063
H 1.6573 -2.5160 4.1646 0.092
C -1.7863 0.6678 -5.3831 -0.077
C -0.8034 1.7128 -5.0696 -0.345
O -0.7545 2.4119 -4.0666 0.031
H -2.5224 0.7557 -4.5590 0.091
H -1.3176 -0.3749 -5.4820 0.116
H -2.2942 0.8635 -6.2930 0.060
H -0.0102 1.7520 -5.8955 0.125
```

Output
SMILES: C=CC.CC=O
Charge: 0
Energy above the lowest of the compared OMol25 structures with the same formula, charge and spin, eV: 2.192
Strongest force on any atom, eV Å⁻¹: 3.14
LUMO level, hartree: 0.0378
DFT total energy, Eh: -271.67205

=====

What is the formula in the first record?
C5H10O